# 1
53
Properties=species:S:1:pos:R:3:lowdin_charge:R:1 method="wB97M-V/def2-TZVPD" e_homo_ev=-7.7 homo_lumo_gap_ev=8.4 relative_energy_kj_mol=0.0 smiles="COc1ccc(NP(=O)(Oc2cccc(C)c2)Oc2cccc(C)c2)cc1OC" total_energy_ha=-1625.1386
C 5.43938 -1.01160 2.18088 -0.08
O 5.18934 -1.59934 0.92478 -0.08
C 3.93760 -1.56718 0.37432 -0.21
C 3.74901 -2.46096 -0.67472 0.00
C 2.55692 -2.54382 -1.36684 -0.03
C 1.49966 -1.72682 -0.99686 -0.29
N 0.26927 -1.80434 -1.65800 0.00
P -0.87169 -0.59614 -1.74711 0.47
O -1.90213 -0.86706 -2.74461 -0.21
O -1.41495 -0.33065 -0.25153 -0.11
C -2.54918 -0.96085 0.21390 -0.28
C -3.38505 -0.24403 1.05942 -0.01
C -4.51311 -0.86110 1.56705 -0.07
C -4.80854 -2.17131 1.23007 -0.05
C -3.97584 -2.88894 0.38256 -0.27
C -4.27987 -4.30462 0.00038 -0.05
C -2.83625 -2.27044 -0.11888 0.01
O 0.04451 0.70257 -1.94838 -0.09
C -0.34034 1.97824 -1.59862 -0.28
C -1.66679 2.37257 -1.58541 -0.02
C -1.97769 3.67017 -1.21450 -0.06
C -0.97834 4.55841 -0.86302 -0.05
C 0.35697 4.16812 -0.88192 -0.27
C 1.43680 5.13974 -0.51434 -0.05
C 0.66741 2.86783 -1.25142 0.02
C 1.66461 -0.83830 0.05619 0.03
C 2.86924 -0.72588 0.73639 -0.18
O 3.05966 0.18686 1.74360 -0.11
C 1.98628 1.01653 2.11494 -0.07
H 4.73275 -1.36139 2.93733 0.10
H 5.40596 0.07884 2.13507 0.09
H 6.44577 -1.33320 2.44987 0.09
H 4.58241 -3.09078 -0.94171 0.12
H 2.45072 -3.23971 -2.18498 0.11
H 0.24483 -2.42181 -2.45481 0.12
H -3.14338 0.77952 1.30074 0.12
H -5.17040 -0.31257 2.22489 0.10
H -5.69735 -2.63873 1.62759 0.11
H -5.20831 -4.64101 0.45401 0.07
H -3.47501 -4.96447 0.32126 0.08
H -4.36733 -4.38922 -1.08146 0.08
H -2.16614 -2.79808 -0.78135 0.11
H -2.43137 1.66581 -1.87058 0.11
H -3.01006 3.98599 -1.20042 0.11
H -1.23167 5.56733 -0.57236 0.11
H 2.39154 4.63535 -0.39246 0.07
H 1.18902 5.65631 0.41110 0.08
H 1.54320 5.89142 -1.29604 0.08
H 1.69207 2.52734 -1.27948 0.13
H 0.83179 -0.21718 0.33299 0.09
H 1.65585 1.65247 1.28698 0.08
H 2.37240 1.64354 2.91794 0.10
H 1.13583 0.43658 2.48754 0.10

---

# 2
22
Properties=species:S:1:pos:R:3:lowdin_charge:R:1 method="wB97M-V/def2-TZVPD" e_homo_ev=-9.0 homo_lumo_gap_ev=9.0 relative_energy_kj_mol=134.3 smiles=SS.O.O.O.O.O.O total_energy_ha=-1256.1738
S 3.64642 1.84554 -0.88658 0.24
S 1.94747 0.78056 -0.35473 0.25
H 3.40716 1.98839 -2.19964 -0.21
H 2.69959 -0.22078 0.11907 -0.20
O -0.86113 -2.12185 0.45841 -0.06
H -0.65123 -2.85887 -0.13230 0.06
H -1.82767 -2.17838 0.44796 0.05
O -2.72921 -4.13412 2.53589 -0.05
H -2.17018 -4.91180 2.50024 0.03
H -2.48271 -3.60544 3.29667 0.03
O -1.10442 -0.57777 -4.83828 -0.08
H -0.49582 -0.28534 -4.14639 0.01
H -1.41532 -1.39865 -4.43762 0.02
O -0.91076 -0.39365 -1.85286 -0.09
H -1.53207 0.27039 -1.53685 0.05
H -0.48868 -0.73011 -1.04695 -0.02
O -4.77247 3.04503 2.61287 -0.07
H -4.74652 3.64172 3.37426 0.03
H -4.58060 3.68252 1.90888 0.04
O 0.97910 -0.01695 3.14783 -0.07
H 0.95418 -0.63668 2.41386 0.00
H 0.15246 -0.11175 3.62516 0.03

---

# 3
12
Properties=species:S:1:pos:R:3:lowdin_charge:R:1 method="wB97M-V/def2-TZVPD" e_homo_ev=-9.7 homo_lumo_gap_ev=10.3 relative_energy_kj_mol=629.8 smiles="COC1=NOC=NO1" total_energy_ha=-451.7399
C 2.29062 -0.78257 0.16338 0.06
O 1.33260 0.39041 0.25996 -0.02
C 0.03056 0.26356 0.04700 -0.38
N -0.56797 -0.58137 -0.69115 0.17
O -2.08282 -0.74158 -0.35617 -0.06
C -2.48203 0.64790 -0.23127 -0.13
N -1.87466 1.61342 0.37401 0.05
O -0.55489 1.50614 0.63258 0.00
H 1.99687 -1.47325 0.88839 0.07
H 3.25139 -0.56034 0.37230 0.05
H 2.06448 -1.07632 -0.89177 0.11
H -3.40417 0.79398 -0.56727 0.08

---

# 4
87
Properties=species:S:1:pos:R:3:lowdin_charge:R:1 method="wB97M-V/def2-TZVPD" e_homo_ev=-13.4 homo_lumo_gap_ev=7.1 total_charge=+2 relative_energy_kj_mol=0.0 total_energy_ha=-4511.6281
Sn 1.77319 -0.11607 0.88374 1.36
O -1.12343 0.48654 -2.00477 0.17
C -0.12993 0.45808 -1.34321 -0.44
N -0.04621 0.47557 0.03077 0.00
C -1.11144 0.74187 0.88095 -0.38
O -2.19429 1.16529 0.56185 0.13
C -0.86779 0.44392 2.37264 -0.20
C -1.79334 0.77105 3.29546 0.04
C -1.53650 0.43375 4.62103 0.02
C -0.35587 -0.20044 4.95224 0.01
C 0.57862 -0.41047 3.93036 -0.09
N 0.32375 -0.09911 2.66189 0.00
C 1.18524 0.37821 -2.07600 -0.19
C 1.22561 0.61625 -3.42565 0.05
C 2.46144 0.52114 -4.06272 0.01
C 3.57045 0.24215 -3.31518 -0.01
C 3.46327 0.10245 -1.94060 -0.08
N 2.29495 0.16212 -1.29825 0.00
H -2.71023 1.28978 3.01345 0.15
H -2.22690 0.68979 5.42711 0.14
H -0.09362 -0.51322 5.95189 0.13
H 1.55643 -0.80107 4.12244 0.10
H 0.33142 0.88944 -3.95053 0.14
H 2.54624 0.70580 -5.14321 0.14
H 4.53819 0.21823 -3.78947 0.13
H 4.34884 -0.06754 -1.32085 0.13
C -2.50928 -3.84666 -0.25008 -0.04
N -1.10516 -3.36574 -0.21859 -0.07
C -0.45221 -2.61175 0.66305 -0.10
N 0.74659 -2.26615 0.13265 0.01
C 0.72517 -2.82824 -1.09514 -0.20
N -0.36494 -3.51597 -1.32884 0.17
C -3.43657 -2.95780 -1.05452 -0.20
C -4.08227 -3.47048 -2.17209 -0.02
C -4.89954 -2.65564 -2.92890 -0.05
C -4.94928 -1.30828 -2.67180 0.00
C -4.35945 -0.76617 -1.53016 -0.11
C -3.63908 -1.62435 -0.70555 0.02
C -4.39687 0.70447 -1.27775 -0.34
N -5.03101 1.38274 -0.38440 0.14
N -4.56518 2.69845 -0.50107 0.14
C -3.67254 2.66316 -1.40546 -0.33
O -3.58695 1.45706 -1.98782 0.13
C -2.62044 3.63164 -1.79415 -0.12
C -2.33047 3.86645 -3.12914 -0.01
C -1.27096 4.64952 -3.49676 -0.05
C -0.41604 5.15165 -2.50420 -0.01
C -0.65247 4.86760 -1.13644 -0.20
C 0.30281 5.30919 -0.07520 -0.05
N 0.88804 4.13246 0.59329 -0.06
C 1.37423 2.98647 0.08632 -0.10
N 1.80806 2.20902 1.07210 -0.02
C 1.58551 2.95175 2.18480 -0.18
N 1.00621 4.09527 1.93572 0.15
C -1.79799 4.12988 -0.81098 0.03
H -2.85542 -3.87892 0.81302 0.15
H -2.46133 -4.84250 -0.65752 0.13
H -0.83056 -2.32091 1.60734 0.13
H 1.51678 -2.69552 -1.77637 0.11
H -3.98619 -4.54794 -2.45025 0.14
H -5.47511 -3.05992 -3.75878 0.12
H -5.49834 -0.67188 -3.31800 0.12
H -3.21009 -1.22061 0.21506 0.12
H -2.99398 3.49691 -3.88761 0.13
H -1.07678 4.83377 -4.54251 0.11
H 0.47611 5.69705 -2.77432 0.11
H -0.19787 5.80408 0.73444 0.13
H 1.10015 5.96012 -0.45004 0.14
H 1.36687 2.74778 -0.97300 0.15
H 1.86273 2.60756 3.17773 0.13
H -2.07821 3.92432 0.20977 0.13
C 5.28305 -3.22512 3.09213 -0.19
Ge 3.68165 -2.70104 2.05132 0.70
C 2.21448 -3.41043 3.20773 -0.20
C 3.63701 -3.45319 0.21017 -0.21
C 3.66917 -0.86337 1.92871 -0.36
H 5.19289 -4.28720 3.41548 0.05
H 5.19000 -2.52507 3.91848 0.02
H 6.20351 -3.06467 2.50987 0.03
H 2.09888 -4.47153 3.00674 0.03
H 1.23401 -2.94377 3.17617 -0.02
H 2.55239 -3.33280 4.24911 0.03
H 4.66473 -3.76467 -0.06101 0.04
H 3.26521 -2.74219 -0.55308 -0.02
H 3.03055 -4.35347 0.18145 0.03
H 4.45009 -0.45963 1.29664 0.01
H 3.66760 -0.48832 2.95690 0.02

---

# 5
94
Properties=species:S:1:pos:R:3:lowdin_spin:R:1 method="wB97M-V/def2-TZVPD" multiplicity=4 e_homo_ev="-15.9 / -16.0" homo_lumo_gap_ev="7.2 / 6.0" s2=3.812 total_charge=+3 relative_energy_kj_mol=0.0 total_energy_ha=-5822.1870
Re 0.94970 0.28007 0.36388 2.44
C 1.94526 2.21235 3.97538 0.00
C 0.86285 1.14605 4.04354 0.01
S 0.71751 -0.15680 2.77322 0.03
C 2.09086 -1.31949 3.00444 0.01
C 3.44348 -0.95336 2.38854 0.01
S 3.40479 0.19330 0.97906 0.01
C 3.94240 1.85843 1.55813 0.01
C 4.57335 1.97819 2.93573 0.00
S 3.57725 1.56871 4.39665 0.00
H 1.67575 2.97282 4.71012 0.00
H 1.97075 2.70539 3.01118 0.00
H -0.13966 1.57977 4.06615 0.00
H 0.96076 0.54275 4.94841 0.00
H 1.70175 -2.23559 2.56921 0.00
H 2.18573 -1.47860 4.07986 0.00
H 3.93276 -1.85528 2.02204 0.00
H 4.08649 -0.49475 3.13123 0.00
H 3.08946 2.51807 1.44726 0.00
H 4.67982 2.14080 0.80687 0.00
H 4.90826 3.01354 3.01229 0.00
H 5.46715 1.35919 3.02624 0.00
Br 1.60359 0.52878 -2.09717 0.04
C 1.74970 2.44588 -2.07207 0.00
C 2.19202 3.07836 -3.18886 0.03
C 2.21252 4.49099 -3.15819 -0.01
C 1.76821 5.15856 -2.05150 0.03
C 1.28933 4.46066 -0.91336 0.00
C 0.74628 5.14742 0.20571 0.11
C 0.19390 4.45709 1.25109 0.00
C 0.21244 3.04957 1.25376 0.12
C 0.81639 2.31329 0.24164 0.01
C 1.30047 3.04890 -0.89620 0.02
H 2.51102 2.53691 -4.07138 0.00
H 2.56527 5.03194 -4.02666 0.00
H 1.76043 6.24208 -2.03902 0.00
H 0.74266 6.23258 0.20204 0.00
H -0.26119 4.99119 2.07577 0.00
H -0.27508 2.53905 2.07643 0.01
C 3.21023 -2.83670 -1.17250 0.00
N 2.17557 -3.62604 -0.50991 0.01
C 2.32580 -5.09376 -0.62495 0.00
C 0.96626 -5.73760 -0.75327 0.00
C 0.11880 -5.32838 0.42507 0.00
N 0.16320 -3.86025 0.61433 0.01
C -0.99918 -3.29667 1.29820 0.00
C 1.11419 -3.09094 0.09568 0.01
O 0.99221 -1.79927 0.19853 0.13
H 3.20923 -3.04903 -2.24253 0.00
H 4.18995 -3.10399 -0.77510 0.00
H 3.05089 -1.77668 -1.02527 0.00
H 2.86617 -5.47051 0.24569 0.00
H 2.93955 -5.28572 -1.50198 0.00
H 1.06190 -6.82147 -0.78137 0.00
H 0.49296 -5.41730 -1.68373 0.00
H 0.45142 -5.81087 1.34554 0.00
H -0.92461 -5.59693 0.26877 0.00
H -1.86682 -3.30919 0.63688 0.00
H -0.80306 -2.28055 1.62278 0.00
H -1.21736 -3.90360 2.17725 0.00
C -5.85540 0.19772 2.08955 0.00
C -5.69440 1.06525 1.01918 0.00
C -4.48851 1.11184 0.32381 0.00
C -3.44630 0.27722 0.72265 -0.01
C -3.60401 -0.59433 1.80213 0.00
C -4.81009 -0.62918 2.48452 0.00
Sb -1.71867 0.16413 -0.46746 -0.02
C -2.05514 -1.56153 -1.60972 0.00
C -3.38461 -1.95282 -1.77062 0.00
C -3.68824 -3.06648 -2.54623 0.00
C -2.67293 -3.78544 -3.16213 0.00
C -1.34811 -3.39373 -3.00808 0.00
C -1.03663 -2.28728 -2.22810 0.00
C -1.93673 1.70801 -1.86535 0.00
C -2.04371 3.03133 -1.43427 0.00
C -2.17431 4.04888 -2.36934 0.00
C -2.19144 3.74758 -3.72866 0.00
C -2.08820 2.43152 -4.15611 0.00
C -1.96390 1.40638 -3.22362 0.00
H -6.79785 0.16527 2.62081 0.00
H -6.51008 1.70839 0.71388 0.00
H -4.39070 1.78519 -0.51806 0.00
H -2.79544 -1.23503 2.13113 0.00
H -4.93547 -1.30239 3.32368 0.00
H -4.19063 -1.40018 -1.30202 0.00
H -4.72119 -3.36502 -2.67504 0.00
H -2.91568 -4.64649 -3.77248 0.00
H -0.55984 -3.94124 -3.51157 0.00
H 0.00134 -1.99600 -2.12779 0.00
H -2.04452 3.28029 -0.37953 0.00
H -2.27854 5.07561 -2.04063 0.00
H -2.30586 4.54177 -4.45530 0.00
H -2.12235 2.19859 -5.21350 0.00
H -1.90355 0.37882 -3.56522 0.00

---

# 6
11
Properties=species:S:1:pos:R:3:lowdin_spin:R:1 method="wB97M-V/def2-TZVPD" multiplicity=2 e_homo_ev="-19.5 / -19.6" homo_lumo_gap_ev="10.6 / 8.0" s2=0.755 total_charge=+2 relative_energy_kj_mol=44.6 total_energy_ha=-488.5616
O 0.64987 -0.74159 -1.78478 0.00
C 0.33703 0.26796 -2.15720 0.00
C -0.26346 1.51731 -2.49395 0.00
H -1.34369 1.37149 -2.27129 0.00
H -0.12932 1.68598 -3.57325 0.00
H 0.24975 2.31240 -1.93305 0.00
Ag 4.14882 -0.18843 -1.59624 0.05
O 3.41750 1.63576 -2.05303 0.24
C 4.49331 2.23379 -2.33627 0.56
O 5.48672 1.25731 -2.18985 0.14
H 6.37402 1.54379 -2.43744 0.01

---

# 7
33
Properties=species:S:1:pos:R:3:lowdin_charge:R:1 method="wB97M-V/def2-TZVPD" e_homo_ev=-12.2 homo_lumo_gap_ev=8.6 total_charge=+1 total_energy_ha=-995.2013
C 1.75930 -2.31207 1.62593 -0.12
S 1.04681 -0.78962 1.06008 0.64
O 1.29291 0.22163 2.04086 -0.28
O 1.36644 -0.60854 -0.32113 -0.27
C -0.74624 -1.05979 1.05491 -0.31
C -1.27972 -1.96403 -0.04722 -0.12
C -2.53941 -2.64769 0.54359 -0.11
C -2.66662 -2.10860 1.96952 -0.08
N -1.25822 -1.68416 2.32445 0.08
H 1.17647 -3.17254 1.29566 0.07
H 1.85568 -2.27818 2.70969 0.08
H 2.74650 -2.34987 1.16488 0.09
H -1.17632 -0.05638 1.02560 0.16
H -1.47991 -1.38129 -0.94157 0.14
H -0.53557 -2.71321 -0.32048 0.12
H -2.39506 -3.72584 0.56431 0.12
H -3.43752 -2.42139 -0.02373 0.13
H -3.03420 -2.81563 2.70874 0.14
H -3.26368 -1.19951 2.01642 0.14
H -1.25708 -1.02250 3.10405 0.19
H -0.69825 -2.48615 2.62106 0.17
C 1.24687 3.11636 -3.49282 -0.06
C 0.75003 3.50117 -2.11052 -0.50
C 1.86888 3.52884 -1.08518 -0.06
O -0.28968 2.60984 -1.68459 -0.07
H 1.69648 2.11901 -3.46725 0.08
H 0.42438 3.10415 -4.20712 0.08
H 2.00418 3.81651 -3.84643 0.08
H 0.26870 4.47944 -2.15729 0.14
H 2.30842 2.53023 -0.99632 0.08
H 1.48724 3.82122 -0.10704 0.08
H 2.66004 4.22200 -1.37183 0.08
H 0.09814 1.72658 -1.64922 0.06

---

# 8
9
Properties=species:S:1:pos:R:3:lowdin_charge:R:1 method="wB97M-V/def2-TZVPD" e_homo_ev=-9.3 homo_lumo_gap_ev=8.2 relative_energy_kj_mol=435.2 total_energy_ha=-375.3458
N -1.99527 -1.22561 0.01323 0.24
C -1.42021 -0.17248 0.03265 -0.12
O 0.77397 -0.85584 0.22022 -0.02
C 1.56283 0.05818 -0.02183 -0.40
O 1.31811 1.31908 -0.17083 -0.05
C -1.16445 1.14097 0.07103 -0.11
N -0.26636 1.97514 0.03824 0.20
H -1.45294 -2.08602 -0.04164 0.12
H 2.64432 -0.15342 -0.14107 0.14